{
  "formula": "C21H31Br3ClNO4P",
  "method": "wB97M-V/def2-TZVPD",
  "charge": 1,
  "homo_lumo_gap_ev": 7.21,
  "homo_ev": -11.508,
  "e_lumo_ev": -4.294,
  "energy_ev": -263893.907,
  "spin_multiplicity": 1,
  "symbols": ["H", "C", "H", "C", "H", "Br", "C", "H", "O", "H", "H", "H", "C", "H", "O", "C", "Br", "O", "H", "H", "C", "C", "Br", "H", "H", "H", "H", "H", "C", "H", "O", "H", "H", "Cl", "H", "H", "C", "C", "C", "C", "P", "H", "H", "C", "H", "C", "C", "C", "C", "C", "H", "H", "H", "H", "H", "N", "C", "C", "H", "H", "C", "H"],
  "xyz": [[1.8463, -0.3721, 5.4945], [3.3870, 0.1937, 3.4531], [-0.0250, -1.4167, 4.6629], [1.2529, 0.3119, 4.8899], [0.5707, 1.9476, -3.5330], [-2.7861, -0.2701, -2.5974], [0.1678, -0.4766, 4.1408], [1.7646, 2.5615, 1.1928], [3.7910, 4.1218, -0.7093], [-3.6552, 1.0926, -6.9770], [-0.9887, 1.2721, -3.9823], [-0.8448, 1.2996, 3.5428], [-1.1007, -0.2435, -1.7436], [-4.6431, 0.4941, -5.6276], [4.2195, 2.2374, 0.3664], [-2.2317, -0.3117, 3.1571], [-0.9650, -5.0156, -1.5097], [1.3854, -3.3143, -1.2603], [2.4018, 4.0798, 1.8659], [-5.2819, 0.4537, -7.2812], [-1.1061, 0.3418, 3.9952], [-1.1333, -0.9225, -0.4365], [1.5903, 0.3338, -1.3616], [4.0823, 2.5341, 2.4357], [0.8058, 1.0550, 5.5492], [-1.5153, 0.5122, 4.9889], [0.5777, -0.7270, 3.1586], [3.1433, -0.8605, 3.5795], [0.0063, 1.0217, -3.6276], [-2.7193, -1.0813, 3.7530], [-2.6631, -1.1822, -7.2894], [2.4636, 2.0086, 4.2675], [4.4647, -0.3435, 1.6629], [-2.1023, 1.3477, 0.5665], [-4.1157, -3.1369, -6.6918], [1.5052, 4.0869, 0.3428], [4.4005, 1.7819, 1.7158], [-0.0468, 0.3340, -2.3119], [2.2055, 3.5246, 0.9520], [-1.2674, -2.2790, 1.9477], [-0.0780, -3.0346, -1.8667], [4.2496, 0.4611, 4.0633], [0.4999, 0.3988, -4.3732], [-3.7859, -1.0348, -6.8691], [-4.9375, -2.1645, -5.4519], [3.7513, 0.4202, 1.9735], [2.1717, 1.0332, 3.8842], [-0.7785, -2.8737, 0.8193], [-4.3813, 0.3410, -6.6765], [-4.6582, -2.2131, -6.5062], [-2.9378, 0.4761, 2.9110], [2.8532, 0.3086, 1.3633], [-5.5691, -2.2054, -7.1060], [5.4750, 1.6621, 1.8428], [-0.4256, -3.8918, 0.8414], [-0.7120, -2.2090, -0.3503], [-1.6381, -0.2948, 0.6871], [3.4681, 3.3546, 0.1456], [2.0608, -2.9525, -1.8533], [-1.3236, -2.8216, 2.8789], [-1.7186, -0.9545, 1.9148], [1.5739, 1.1998, 2.9864]],
  "forces_ev_per_a": [[0.0338, 0.0747, 0.1750], [-0.2246, 0.5524, -0.5733], [-0.1701, -0.0558, -0.0452], [0.2838, 0.1604, -0.3830], [0.0972, -0.0116, -0.0168], [-0.1113, -0.0963, -0.0426], [0.2113, -0.0367, 0.3516], [-0.0085, -0.0808, 0.1750], [0.0031, -0.0506, -0.2444], [-0.0007, 0.0021, -0.0082], [-0.0736, -0.0964, -0.0428], [-0.0709, 0.1375, 0.0766], [0.0812, -0.0097, -0.3016], [-0.1313, -0.0233, -0.0221], [0.0524, 0.1113, 0.1714], [0.2677, 0.1107, 0.1173], [-0.1357, -0.0009, -0.1305], [0.2008, 0.0895, -0.1953], [-0.0220, 0.0181, 0.0954], [-0.0739, -0.0250, 0.0936], [0.1575, -0.2864, -0.2510], [0.1179, -0.1801, -0.0343], [0.0885, -0.0874, 0.1107], [-0.2084, 0.0837, -0.0501], [-0.1237, -0.1338, 0.1727], [-0.0398, 0.2664, 0.0129], [-0.0379, -0.1588, -0.0382], [0.1798, -0.1098, 0.1601], [-0.0679, 0.2514, 0.0118], [-0.1085, 0.0023, 0.0280], [0.0508, -0.0090, 0.0703], [0.1250, 0.0609, -0.0266], [-0.1001, -0.1186, -0.1388], [-0.0616, 0.2036, -0.0646], [0.0014, -0.0006, -0.0061], [0.0163, 0.1430, 0.0170], [-0.0207, -0.3526, 0.0522], [-0.0995, 0.0575, 0.0576], [-0.0291, -0.1716, -0.0859], [-0.2124, 0.3677, -0.0718], [-0.0574, -0.0564, -0.0869], [0.0451, -0.3244, 0.2109], [0.0470, -0.0662, -0.0035], [-0.0436, 0.0281, 0.0167], [-0.1037, 0.0452, -0.0217], [0.1479, 0.0304, 0.2942], [-0.1163, -0.3074, 0.0485], [0.1258, 0.0738, 0.3216], [0.2097, 0.0320, -0.0731], [0.1670, -0.0785, -0.0742], [-0.2585, -0.1522, -0.0003], [-0.0636, 0.0367, -0.0596], [-0.0610, 0.0396, 0.0786], [0.0777, 0.1821, 0.0014], [0.0660, -0.0417, -0.1573], [-0.3857, -0.0491, 0.1460], [0.1940, 0.0871, 0.3043], [0.0775, 0.0075, -0.0373], [0.1605, -0.0427, 0.1478], [0.0777, -0.1552, -0.0285], [-0.0351, -0.2043, -0.1233], [-0.1075, 0.3181, -0.0804]],
  "nbo_charge": [0.21, -0.40, 0.21, -0.38, 0.26, 0.14, -0.41, 0.21, -0.54, 0.24, 0.25, 0.21, -0.21, 0.22, -0.53, -0.46, -0.17, -0.99, 0.25, 0.24, -0.38, 0.18, 0.10, 0.18, 0.21, 0.23, 0.19, 0.20, -0.68, 0.23, -0.54, 0.21, 0.21, 0.09, 0.24, 0.25, -0.08, -0.01, -0.75, -0.18, 1.24, 0.21, 0.26, 0.59, 0.22, -0.42, -0.40, 0.07, -0.72, -0.72, 0.25, 0.19, 0.24, 0.20, 0.25, -0.56, 0.00, 0.80, 0.53, 0.25, 0.09, 0.18]
}